{
  "formula": "C5H8O",
  "method": "the ωB97M-V functional and the def2-TZVPD basis",
  "homo_ev": -7.38,
  "charge": 0,
  "max_force_ha_per_bohr": 0.010,
  "lumo_energy_ev": 0.51,
  "spin_multiplicity": 1,
  "e_tot_ev": -7355.7100,
  "e_above_lowest_ev": 6.5453,
  "elements": ["O", "C", "C", "C", "C", "C", "H", "H", "H", "H", "H", "H", "H", "H"],
  "xyz": [[-0.7689, 0.3887, 1.0433], [-1.4770, -0.3735, 0.0303], [-1.4705, 1.0859, -0.2046], [1.7165, 0.1981, 0.5491], [0.5265, 0.3128, -0.3504], [-0.3000, -0.9260, -0.7208], [-2.3676, 1.5721, 0.2059], [1.9509, 1.1668, 0.9998], [0.1301, -1.8380, -0.2893], [-0.4534, -1.0461, -1.7973], [1.5821, -0.5445, 1.3375], [0.6732, 1.0496, -1.1308], [2.5722, -0.0861, -0.0818], [-2.3141, -0.9598, 0.4092]],
  "forces_ev_per_a": [[0.105, 0.062, 0.139], [-0.098, -0.140, -0.047], [-0.389, 0.086, 0.042], [-0.107, 0.005, 0.071], [0.468, -0.184, -0.112], [0.024, 0.004, -0.019], [0.153, -0.071, -0.081], [-0.039, -0.119, -0.070], [-0.045, 0.136, -0.045], [0.011, 0.043, 0.142], [0.002, 0.095, -0.128], [-0.084, -0.073, 0.134], [-0.122, 0.044, 0.039], [0.121, 0.113, -0.065]],
  "lowdin_charge": [-0.14, -0.36, -0.03, -0.06, -0.13, -0.11, 0.05, 0.09, 0.12, 0.12, 0.09, 0.11, 0.10, 0.14]
}